ORCA calculation (ωB97M-V/def2-TZVPD) on a structure of composition C29H25AlN6O2 at a distorted geometry.

Output
HOMO level (alpha / beta) = -6.7 / -6.1 eV
charge = 0
Kohn-Sham gap (alpha / beta) = 0.2228 / 0.1319 Ha

Structure (XYZ):
```
63
C29H25AlN6O2 | the OMol25 dataset | ωB97M-V/def2-TZVPD
Al 0.186 1.004 -0.108
C 1.807 4.004 -2.146
C 1.707 2.618 -1.611
O 1.291 2.447 -0.412
C 2.112 1.583 -2.505
C 2.276 0.229 -2.144
C 3.059 -0.779 -2.937
N 1.735 -0.081 -0.937
N 2.342 -0.920 -0.115
C 1.835 -0.752 1.141
O 0.860 0.073 1.389
C 2.336 -1.574 2.251
C 3.375 -2.518 2.012
C 3.686 -3.426 3.010
C 3.036 -3.347 4.252
C 2.103 -2.358 4.555
C 1.723 -1.538 3.495
H 0.800 4.385 -2.445
H 2.429 4.022 -3.075
H 2.260 4.720 -1.452
H 2.427 1.872 -3.493
H 2.456 -1.658 -3.180
H 4.013 -1.049 -2.413
H 3.327 -0.311 -3.912
H 3.874 -2.503 1.040
H 4.458 -4.161 2.884
H 3.250 -4.102 5.011
H 1.672 -2.216 5.535
H 0.940 -0.802 3.696
C -2.804 -3.915 1.234
C -1.440 -3.952 1.048
C -0.769 -2.884 0.393
C -1.449 -1.711 0.075
C -2.838 -1.624 0.483
C -3.508 -2.662 1.066
N -0.958 -0.690 -0.734
C -1.528 -0.414 -1.929
C -2.239 -1.338 -2.707
C -2.948 -0.893 -3.795
C -3.024 0.440 -4.129
C -2.295 1.414 -3.392
C -1.558 1.011 -2.304
N -1.073 1.863 -1.306
N -1.683 3.007 -1.035
C -1.500 3.226 0.286
C -1.850 4.470 0.917
C -1.815 4.505 2.306
C -1.252 3.447 3.067
C -0.731 2.376 2.381
N -0.859 2.274 1.020
H -3.311 -4.792 1.615
H -0.857 -4.789 1.369
H 0.320 -2.894 0.214
H -3.308 -0.636 0.399
H -4.532 -2.591 1.358
H -2.135 -2.422 -2.486
H -3.583 -1.625 -4.329
H -3.631 0.773 -4.973
H -2.432 2.473 -3.579
H -2.184 5.284 0.276
H -2.247 5.328 2.846
H -1.208 3.489 4.155
H -0.142 1.594 2.805
```

ORCA calculation (ωB97M-V/def2-TZVPD) on a cluster of 2 separate species, C2H6N3S2 in total at a distorted geometry.

Output
HOMO level (alpha / beta) = -11.1 / -11.1 eV
charge = +1
Kohn-Sham gap (alpha / beta) = 0.2170 / 0.2174 Ha
ΔE to the lowest compared entry with this formula, charge and spin = 109.4 kcal/mol

Structure (XYZ):
```
13
C2H6N3S2 | the OMol25 dataset | ωB97M-V/def2-TZVPD
C -1.657 -0.444 -0.344
C 2.763 -0.035 0.226
N -2.777 -0.606 0.371
N 0.432 0.433 -0.730
N -0.711 0.435 -0.088
S 3.101 -1.487 0.617
S 2.683 1.572 -0.108
H -1.215 -1.256 -1.033
H -3.022 -1.506 0.640
H -3.299 0.272 0.631
H 0.394 -0.241 -1.508
H -0.642 1.078 0.769
H 3.949 1.785 0.557
```